This record from OMol25 describes an isolated ion of composition C7H13N2 and charge +1 in a non-equilibrium geometry. The level of theory is ωB97M-V with the def2-TZVPD basis set.

The geometry in XYZ format:
```
22
Properties=species:S:1:pos:R:3:forces:R:3:mulliken_charge:R:1
C -2.657003 0.532198 0.403873 0.811 -3.159 -2.022 -1.614
C -1.289585 -0.146716 0.166144 -1.854 2.304 -0.769 0.880
C -1.139904 -1.418983 -0.125010 0.252 -2.922 -0.039 -0.654
C 0.191297 -2.103846 -0.247254 -0.615 0.073 -3.365 -0.616
C 1.238573 -1.120783 -0.700634 1.275 -1.333 0.076 -0.698
N 1.149862 0.114204 -0.016493 -4.928 2.379 0.793 0.101
C 2.255479 0.976229 0.038669 2.100 -0.316 -0.698 -1.220
C -0.143691 0.750180 0.143996 4.177 -3.677 0.816 0.642
N -0.153431 1.990665 0.546578 1.450 3.075 -0.542 -0.390
H -2.499728 1.189858 1.194393 -0.986 0.835 1.699 0.456
H -3.380934 -0.302527 0.387931 0.138 0.421 1.609 0.344
H -3.079388 0.981548 -0.463196 0.458 1.315 -0.912 0.373
H -1.939850 -2.189308 -0.200013 -0.005 1.287 0.308 0.340
H 0.462383 -2.511380 0.679448 0.307 -0.731 1.463 0.342
H 0.153284 -2.962477 -1.025632 -0.076 1.336 1.404 0.353
H 2.203636 -1.579557 -0.459131 0.045 0.299 0.097 0.362
H 1.326532 -0.895178 -1.743526 -0.544 -0.326 -1.055 0.375
H 2.254899 1.650250 -0.834290 0.241 0.194 0.390 0.372
H 2.149095 1.474580 0.987222 0.774 0.627 0.248 0.449
H 3.212177 0.365843 -0.023835 -1.197 0.875 0.331 0.326
H -0.918713 2.494530 0.956276 -0.764 -0.573 -0.144 0.175
H 0.605006 2.710665 0.334480 -1.060 -1.984 0.312 0.301
```
Forces are in eV/Å.

Values from the calculation:
strongest force on any atom: 0.1094 Eh/bohr
HOMO energy: -13.477 eV
total charge: +1
LUMO level: -4.196 eV
SMILES: CC1=CCCN(C)C1=[NH2+]
energy above the lowest of the compared OMol25 structures with the same formula, charge and spin: 1.527 eV
frontier orbital gap: 0.3410 hartree


This record from OMol25 describes a 2-piece molecular cluster, C4H12 overall in a non-equilibrium geometry. The level of theory is ωB97M-V with the def2-TZVPD basis set.

The geometry in XYZ format:
```
16
Properties=species:S:1:pos:R:3:forces:R:3:mulliken_charge:R:1
C 0.434421 -1.350990 1.310803 -1.119 1.324 -0.320 -0.514
C 1.421884 -2.292331 0.744051 1.210 -1.272 -0.764 -0.913
H -0.182498 -0.898906 0.527444 0.039 -0.303 -0.191 -0.014
H -0.301258 -1.813394 1.966966 0.344 0.065 0.446 0.313
H 0.906168 -0.462675 1.737471 -0.020 -0.284 0.506 0.284
H 2.264373 -2.518332 1.404807 -0.160 0.130 0.135 0.271
H 1.870897 -1.934494 -0.187765 -0.046 0.196 0.123 0.284
H 0.999100 -3.265596 0.481109 -0.196 0.077 0.082 0.279
C -1.286534 1.745701 -0.350686 1.416 0.423 1.078 -0.706
C -0.571197 1.906698 -1.691970 -1.474 -0.442 -0.530 -0.774
H -2.258957 2.216384 -0.242434 -0.096 0.023 -0.395 0.342
H -1.344249 0.710523 -0.033383 -0.339 -0.184 -0.236 0.139
H -0.648906 2.203715 0.420325 -0.227 -0.041 0.036 0.238
H -1.369798 1.875026 -2.444902 0.419 0.076 -0.268 0.243
H 0.084480 1.067083 -1.914781 0.175 0.074 0.154 0.250
H -0.035435 2.839735 -1.815402 0.076 0.138 0.145 0.277
```
Forces are in eV/Å.

Values from the calculation:
strongest force on any atom: 0.0372 Eh/bohr
HOMO energy: -11.483 eV
total charge: 0
LUMO level: 1.131 eV
SMILES: CC.CC
energy above the lowest of the compared OMol25 structures with the same formula, charge and spin: 0.292 eV
frontier orbital gap: 0.4636 hartree


This record from OMol25 describes C31H23N6O3W as an isolated structure in a non-equilibrium geometry. The level of theory is ωB97M-V with the def2-TZVPD basis set.

The geometry in XYZ format:
```
64
Properties=species:S:1:pos:R:3:forces:R:3:mulliken_charge:R:1
W -0.096200 0.598241 -0.361014 0.918 0.897 2.016 1.736
C -3.268200 -0.595059 3.368686 -0.141 -0.094 -0.408 -0.667
C -3.155000 -1.033059 2.056486 -0.031 0.215 0.033 -0.890
C -1.937200 -0.949759 1.385986 0.464 -0.545 0.226 0.785
C -0.823600 -0.404759 2.060886 -0.756 -0.589 0.061 0.154
C -0.947900 0.040941 3.381586 0.057 0.138 -0.166 -0.258
C -2.166700 -0.068459 4.030786 0.469 0.045 -0.079 -0.867
N 0.391600 -0.269959 1.325386 -0.344 -0.122 0.144 0.436
C 1.618500 -0.562559 1.859186 0.909 0.154 -0.143 1.405
C 1.833500 -1.507359 2.869886 -0.516 0.233 -0.306 -0.645
C 3.119000 -1.858959 3.232686 0.008 0.220 -0.200 -0.655
C 4.246000 -1.268659 2.629186 0.086 0.084 -0.039 -0.837
C 4.084000 -0.290759 1.690986 -0.024 0.008 0.101 -0.444
C 2.777600 0.136741 1.303886 -0.439 -0.718 0.545 -0.287
N 2.715000 1.201141 0.523086 -0.487 0.610 -0.335 -0.652
N 1.572500 1.677441 0.110386 0.693 -0.381 0.012 0.109
C 1.614100 2.574341 -0.976514 0.208 0.928 -1.092 0.442
C 2.574700 3.515741 -1.306214 -0.205 -0.329 0.301 -0.794
C 2.432000 4.187941 -2.517214 -0.284 -0.237 0.065 -0.304
C 1.352900 3.883241 -3.340314 0.041 -0.133 0.236 -0.874
C 0.427800 2.933241 -2.933214 -0.431 -0.155 -0.074 -0.154
N 0.539700 2.286041 -1.762514 1.096 0.013 0.887 -0.148
H -4.212700 -0.689959 3.881386 -0.075 -0.028 0.074 0.480
H -4.002900 -1.491059 1.571486 -0.076 -0.051 -0.060 0.528
H -1.803700 -1.511159 0.452086 0.001 0.278 0.378 0.199
H -0.089800 0.461541 3.885286 0.046 0.073 0.088 0.591
H -2.248700 0.241041 5.062586 -0.011 0.057 0.032 0.467
H 0.988700 -2.006359 3.326286 -0.023 0.000 -0.051 0.606
H 3.258600 -2.627759 3.979686 0.002 -0.037 0.057 0.498
H 5.234300 -1.583559 2.932986 0.032 0.010 -0.052 0.496
H 4.926000 0.188041 1.215586 0.094 0.124 0.026 0.568
H 3.410200 3.700941 -0.648214 0.021 0.002 0.068 0.554
H 3.160300 4.928441 -2.819914 0.015 -0.010 0.019 0.471
H 1.242800 4.358641 -4.302714 -0.095 0.026 -0.040 0.459
H -0.412800 2.666441 -3.563214 0.031 -0.001 0.059 0.538
O -0.825800 -4.096359 -1.179414 -0.527 -0.278 -0.116 -0.596
C 0.484800 -3.946859 -1.094414 0.644 0.503 0.009 0.605
C 1.263100 -5.073659 -0.802614 -0.239 0.050 -0.056 -0.700
C 2.634000 -4.981159 -0.724914 -0.252 0.148 -0.016 -0.401
C 3.293000 -3.751959 -0.895514 -0.006 0.221 0.011 -0.961
C 2.560500 -2.624659 -1.137414 -0.058 -0.092 -0.061 -0.636
C 1.143700 -2.689159 -1.245714 -0.136 0.060 -0.040 0.247
C 0.439700 -1.471359 -1.478214 -0.161 -1.428 -0.761 1.253
O 1.109000 -0.315559 -1.473614 1.100 -0.463 -0.998 -0.825
N -0.893500 -1.411659 -1.633414 -0.067 -0.013 0.177 -0.888
N -1.377200 -0.111359 -1.710914 -0.844 -0.863 -0.677 -0.044
C -2.642500 0.141341 -1.924614 0.132 0.521 0.007 -0.265
C -3.166900 1.413541 -1.541814 0.168 0.242 0.333 0.941
C -4.396500 1.856341 -2.070614 0.161 -0.172 0.094 -0.952
C -4.976600 3.035341 -1.655814 0.074 -0.053 -0.101 -0.727
C -4.358600 3.797241 -0.667414 0.084 -0.304 -0.020 -0.642
C -3.167700 3.372041 -0.089014 0.550 -0.159 0.274 -0.499
C -2.541700 2.209541 -0.520314 -1.036 0.172 -0.634 0.414
O -1.407000 1.746341 0.080886 -1.486 1.555 0.101 -0.396
H -1.277600 -3.342659 -1.594714 0.237 -0.098 0.197 0.425
H 0.747500 -6.013959 -0.674714 0.014 -0.085 -0.017 0.521
H 3.214900 -5.871159 -0.542314 0.041 -0.131 0.043 0.461
H 4.369600 -3.704459 -0.846414 0.074 -0.003 -0.016 0.505
H 3.039900 -1.667959 -1.295314 0.093 -0.057 0.007 0.556
H -3.299800 -0.616959 -2.346914 0.221 -0.045 -0.122 0.558
H -4.871800 1.255041 -2.831114 -0.091 -0.064 -0.076 0.497
H -5.909400 3.356441 -2.096414 -0.021 0.035 0.013 0.468
H -4.826500 4.710041 -0.327114 0.056 0.056 0.054 0.481
H -2.715000 3.936741 0.714486 0.028 0.060 0.007 0.556
```
Forces are in eV/Å.

Values from the calculation:
strongest force on any atom: 0.0465 Eh/bohr
HOMO energy: -16.562 eV
total charge: +3
LUMO level: -11.184 eV
energy above the lowest of the compared OMol25 structures with the same formula, charge and spin: 1.426 eV
frontier orbital gap: 0.1976 hartree


- What is the strongest force on any atom in the second record?
  0.0372 Eh/bohr